A molecular structure, C23H27BN10PtSbSe4 in a non-equilibrium geometry, computed with ωB97M-V with the def2-TZVPD basis set.

XYZ file:
```
67
Properties=species:S:1:pos:R:3:nbo_charge:R:1
H 4.50 6.12 1.81 0.22
C 4.14 0.11 -2.45 -0.42
H -0.67 3.92 1.06 0.23
H -4.71 3.27 -0.29 0.22
H 3.16 0.47 -2.78 0.22
H 3.39 3.29 -2.08 0.22
C -4.10 -1.21 1.33 -0.01
H -5.15 -1.16 1.09 0.22
H 5.06 5.09 -2.30 0.22
H -1.20 -2.00 2.57 0.25
H 5.74 -1.32 -0.88 0.20
C 4.88 5.72 -0.26 -0.21
N -1.78 2.24 0.51 -0.31
Se 4.18 -4.14 1.79 -0.71
C -2.03 -0.49 -3.60 -0.36
N -1.99 -0.63 1.19 -0.33
H 5.30 -2.90 -1.52 0.23
C 4.25 5.50 0.96 -0.15
Se 1.19 -0.92 1.35 0.07
C -2.81 4.21 0.42 -0.36
C 3.32 4.49 1.09 -0.23
N -3.23 -0.38 0.73 -0.31
C -3.40 -2.02 2.20 -0.34
H 2.34 -4.31 -3.25 0.20
B -3.52 0.65 -0.39 0.55
N 6.62 7.63 -0.51 -0.34
C 1.69 -3.72 -0.79 -0.41
C -1.62 3.54 0.72 -0.01
H 6.12 -1.73 -2.57 0.19
N 2.27 -0.99 -0.74 -0.75
Pt -0.37 0.60 0.63 0.72
N 2.73 -3.10 -1.60 -0.39
C -0.94 -0.16 -2.77 -0.04
H 3.80 -4.74 -2.34 0.20
H 2.84 4.30 2.04 0.23
H -4.19 -0.29 -3.04 0.21
H -4.69 0.67 -0.63 -0.04
H 1.97 -4.75 -0.58 0.22
H 4.86 0.31 -3.24 0.21
C 1.09 1.86 0.26 -0.23
Se 1.05 -4.02 4.39 -0.66
C 1.97 2.68 0.12 -0.18
C 2.98 3.68 -0.01 0.02
C 5.38 -1.85 -1.77 -0.41
H -2.00 -0.88 -4.60 0.22
H 3.79 -3.30 -3.39 0.22
N -3.04 2.04 0.08 -0.31
N 4.09 -1.32 -2.23 -0.46
H -3.79 -2.80 2.84 0.23
C -3.13 -0.20 -2.83 -0.03
C 3.63 3.91 -1.23 -0.24
N -1.37 0.29 -1.60 -0.33
Se 4.31 -1.78 5.07 -0.62
C -2.07 -1.62 2.07 -0.01
H 1.58 -3.20 0.15 0.24
Sb 2.87 -2.79 3.34 0.95
C 4.57 4.92 -1.36 -0.15
H 0.73 -3.70 -1.32 0.19
H 0.12 -0.24 -2.96 0.21
H 4.43 0.68 -1.56 0.19
N -2.71 0.26 -1.64 -0.33
C 3.00 -1.78 -1.48 0.65
C 5.85 6.78 -0.40 0.29
H -3.00 5.27 0.49 0.23
C -3.68 3.22 0.02 0.00
C 3.20 -3.90 -2.70 -0.41
H 2.63 -0.05 -0.65 0.40
```

Values from the calculation:
* spin multiplicity: 1
* total charge: -1
* calculated total energy: -311038.310 eV



A molecular structure, C43H46F2N4O3STi, computed with ωB97M-V with the def2-TZVPD basis set.

XYZ file:
```
100
Properties=species:S:1:pos:R:3:lowdin_spin:R:1
C 1.98 4.08 1.19 0.00
H -1.89 -3.96 1.68 0.00
N 0.42 -2.96 -0.73 0.00
H -1.32 2.52 -3.38 0.00
C 3.56 0.44 -0.17 0.00
O -0.08 -0.30 -0.91 0.00
C -2.54 -3.45 0.98 0.00
H 6.64 -2.56 1.42 0.00
C 1.96 -1.38 2.65 0.44
H 1.09 4.64 -3.21 0.00
F -2.55 3.13 -0.11 0.00
C 2.88 5.11 1.33 0.00
C -1.13 2.86 2.82 0.00
F -3.11 1.53 1.26 0.00
H -4.58 -5.37 -1.91 0.00
C 1.24 -3.65 2.19 0.04
H 5.47 0.04 -1.04 0.01
O -0.91 -0.12 1.67 0.01
H -4.73 -3.90 -2.89 0.00
H -0.54 5.63 4.69 0.00
H 6.45 -2.66 -0.32 0.00
C -0.85 -0.55 -1.90 0.00
C -0.14 2.93 1.87 0.00
C -0.16 3.83 -1.63 0.00
Ti -0.07 1.48 0.35 0.03
H -3.15 -5.26 0.01 0.00
H 3.76 5.14 0.70 0.00
C -3.01 -0.53 3.27 0.00
H 0.25 -3.26 1.91 0.00
H -3.73 -2.56 -5.31 0.00
H 2.70 -3.14 0.67 0.00
C 2.65 0.12 0.85 0.09
H 2.17 3.30 0.48 0.00
C -4.87 -4.32 -1.89 0.00
H -4.90 -1.65 -1.46 0.00
C -1.27 3.81 3.85 0.00
C 5.11 -1.27 0.63 -0.01
S -1.69 -1.25 2.29 0.00
C -2.27 0.13 -3.76 0.00
C -4.10 -3.55 -0.86 0.00
H 1.07 -4.58 2.74 0.00
H 4.07 1.56 -1.94 0.00
C 2.93 -0.97 1.71 0.03
H -3.25 -1.06 -6.12 0.00
H -3.66 0.10 2.67 0.00
C 1.22 4.09 -2.28 0.00
H -2.28 -3.22 -3.53 0.00
H -2.72 1.23 -0.65 0.00
H 2.64 -4.84 1.03 0.00
H -2.66 0.93 -4.37 0.00
C -0.51 -3.00 -1.63 0.00
C -3.54 -1.42 0.16 0.00
C -3.60 -1.48 -5.17 0.00
C 2.67 6.12 2.29 0.00
C 1.59 6.05 3.11 0.00
C 0.82 3.99 2.01 0.00
H 2.98 3.08 -3.00 0.00
C 1.12 -4.19 -0.30 0.00
N -0.48 2.39 -1.54 0.00
H 3.38 6.93 2.38 0.00
H -1.85 2.06 2.78 0.00
C -3.25 -4.18 0.04 0.00
C -1.41 0.47 -2.72 0.00
H -4.59 -1.05 -4.97 0.00
C -1.06 1.87 -2.54 0.00
H -3.55 -1.37 3.71 0.00
H 7.25 -1.27 0.39 0.00
H -0.19 4.24 -0.62 0.00
H 1.48 2.22 -3.33 0.00
H -0.95 4.32 -2.19 0.00
H -0.79 -3.99 -1.97 0.00
H 1.74 -4.53 -1.14 0.00
C 6.43 -1.98 0.52 -0.01
H -2.08 3.71 4.57 0.00
H 0.37 -4.95 -0.11 0.00
C -4.23 -2.16 -0.78 0.00
H 0.71 -2.04 -0.40 0.00
H 4.39 -2.42 2.28 0.00
C -2.64 -1.19 -4.05 0.00
C -2.27 1.80 0.18 0.00
N 1.92 -2.71 3.10 0.12
H 1.43 6.80 3.88 0.00
H -3.68 -0.36 0.23 0.00
C -0.42 4.87 3.93 0.00
C -2.68 -2.08 1.04 0.00
N 2.14 1.99 -1.38 -0.02
H -5.94 -4.28 -1.68 0.00
H 1.81 4.72 -1.62 0.00
C 0.66 4.98 3.01 0.00
C 2.02 -3.95 0.90 0.00
H 1.23 -0.67 3.02 0.02
H -2.53 0.04 4.06 0.00
H 1.48 -2.78 4.01 0.00
C 3.25 1.40 -1.22 0.00
C 2.01 2.82 -2.58 0.00
C -1.15 -1.90 -2.26 0.00
C 4.78 -0.24 -0.26 0.12
O 1.53 0.81 0.99 0.02
C -2.06 -2.18 -3.30 0.00
C 4.17 -1.62 1.58 0.10
```

Values from the calculation:
* spin multiplicity: 2
* expectation value of S²: 0.79
* total charge: +1
* calculated total energy: -96820.413 eV



A molecular structure, C32H32As2IN3NiOS in a non-equilibrium geometry, computed with ωB97M-V with the def2-TZVPD basis set.

XYZ file:
```
73
Properties=species:S:1:pos:R:3:lowdin_spin:R:1
C 0.32 5.40 -4.58 0.00
C -0.74 -1.36 2.26 0.01
C -0.24 2.70 -4.13 0.00
C -0.02 3.92 -0.06 0.00
C -0.24 4.60 -5.56 0.00
C -2.25 -3.25 -1.95 0.01
C -0.59 -3.25 3.76 0.00
H 2.05 4.71 0.03 0.00
C -0.05 -2.49 2.72 0.01
C -1.57 4.96 1.49 0.00
O 1.83 -3.26 -0.79 0.02
C 0.30 3.49 -3.11 0.00
H 1.31 -0.48 3.40 0.00
N -2.19 -3.27 -0.55 0.03
H 5.07 0.25 0.28 0.00
H -2.21 -3.43 5.28 0.00
C 0.56 4.83 -3.35 0.00
C 2.78 -4.06 -0.46 0.01
H -5.42 -4.10 -2.39 0.00
C 2.54 -5.57 -0.67 0.00
H 4.67 -4.15 0.24 0.00
C -4.54 -3.88 -1.83 0.00
C -0.56 3.27 -5.33 0.00
H 0.76 6.40 -4.68 0.00
H -0.74 6.31 2.88 0.00
H 3.25 -6.26 -0.16 0.00
C 0.74 5.66 1.45 0.00
C -0.87 1.37 -1.23 0.00
C -4.51 -3.85 -0.47 0.00
H -2.59 4.97 1.96 0.00
C -1.73 -2.84 4.40 0.01
N 3.86 -3.63 0.05 0.00
H -0.64 0.48 -1.84 0.00
H -0.81 2.63 -6.21 0.00
H 2.79 -0.12 -0.63 0.00
H -2.10 0.48 0.31 0.00
Ni -0.16 -2.87 -0.30 1.64
As -0.04 -0.65 0.63 0.07
H 4.02 -2.66 0.34 0.00
H 3.59 -0.17 4.25 0.00
H -1.07 1.80 0.93 0.00
H -2.51 -0.24 2.47 0.00
C 0.96 4.74 0.42 0.00
C -1.11 0.94 0.23 0.02
H -0.33 1.62 -3.94 0.00
C -2.50 -1.77 3.93 0.00
H -3.43 -1.45 4.36 0.00
H -0.42 5.02 -6.55 0.00
S -0.82 -2.80 -2.73 0.10
H -2.10 3.47 0.14 0.00
C 2.06 -0.30 2.69 0.00
H 0.04 -4.01 4.19 0.00
C -3.27 -3.52 0.16 0.00
H 2.59 -5.76 -1.73 0.00
C -0.52 5.71 1.99 0.00
H 0.86 -2.66 2.29 0.00
H -1.66 1.94 -1.62 0.00
N -3.41 -3.54 -2.53 0.00
C 4.26 0.08 0.92 0.00
H -3.25 -3.45 1.22 0.00
As 0.76 2.63 -1.36 0.00
C 1.82 -0.31 1.32 0.02
C 2.92 -0.06 0.47 0.00
C -1.99 -1.07 2.85 0.00
C 3.38 -0.17 3.22 0.00
I 0.60 -6.23 -0.12 0.02
H -3.40 -3.59 -3.56 0.00
H 1.50 6.37 1.77 0.00
H 1.13 5.46 -2.62 0.00
C -1.30 4.04 0.48 0.00
C 4.47 0.12 2.35 0.00
H 5.46 0.21 2.78 0.00
H -5.33 -4.05 0.17 0.00
```

Values from the calculation:
* spin multiplicity: 3
* expectation value of S²: 2.01
* total charge: +2
* calculated total energy: -221861.612 eV



A molecular structure, C7H16BrO4S in a non-equilibrium geometry, computed with ωB97M-V with the def2-TZVPD basis set.

XYZ file:
```
29
Properties=species:S:1:pos:R:3:nbo_charge:R:1
H 1.65 0.89 -3.18 0.15
C 0.84 0.99 -1.09 -0.24
H 2.85 0.24 -1.29 0.18
H -1.42 -0.90 1.73 0.19
O -0.72 -2.95 -0.06 -0.87
C -0.55 -0.31 2.05 -0.61
H -1.25 1.37 -0.80 0.24
C 0.67 0.78 -2.65 -0.66
H -0.80 -0.35 -0.53 0.23
O 0.85 -3.97 1.57 -0.95
C -1.80 1.77 1.51 -0.61
H -0.10 1.52 -3.05 0.25
S 0.81 -3.40 0.24 1.74
H -2.04 1.61 2.58 0.18
H 1.10 2.04 -0.84 0.19
C -0.47 0.99 1.18 -0.21
H 2.31 0.26 0.41 0.19
H -2.58 1.27 0.92 0.21
H 0.39 -0.88 2.05 0.22
C -0.51 0.69 -0.36 -0.43
H -1.23 -2.88 0.77 0.50
O 1.72 -2.01 0.41 -0.46
H 0.26 -0.28 -2.82 0.25
H 0.42 1.57 1.50 0.18
O 1.62 -1.32 -0.82 -0.28
H -1.72 2.84 1.29 0.20
Br -1.64 0.31 -3.19 -0.88
H -0.68 0.04 3.09 0.19
C 1.99 0.06 -0.62 -0.09
```

Values from the calculation:
* spin multiplicity: 1
* total charge: -1
* calculated total energy: -96582.475 eV



A molecular structure, C27H32BrN3O2S6Tb in a non-equilibrium geometry, computed with ωB97M-V with the def2-TZVPD basis set.

XYZ file:
```
72
Properties=species:S:1:pos:R:3:lowdin_spin:R:1
O -2.30 -4.63 5.86 0.00
H 5.08 -2.48 -0.68 0.00
H -1.79 -4.79 6.67 0.00
H 0.30 1.88 -1.93 0.00
H 0.79 -2.77 -3.52 0.00
C -3.43 2.22 -3.15 0.00
C -0.21 -3.69 5.20 0.00
Tb 0.31 -0.98 1.26 6.13
C 4.27 0.41 -0.03 0.00
C -1.06 3.13 3.31 0.00
S 1.57 -3.73 0.05 -0.01
H 4.42 0.28 -1.07 0.00
C -1.19 -3.40 2.73 0.00
C -2.02 -3.94 3.66 0.00
C 0.50 -3.10 4.14 0.00
C -3.42 0.00 -2.09 0.00
S 0.28 -1.09 -1.84 -0.01
H 5.22 0.56 0.55 0.00
C -1.98 3.40 -1.13 0.00
H -1.90 1.93 1.15 0.00
C 0.99 -2.63 -2.43 0.00
C 3.35 -3.65 -0.25 0.00
C -1.51 -4.10 5.00 0.00
H -3.04 5.18 -4.61 0.00
H 2.45 -0.28 -2.49 0.00
H -1.79 4.44 0.82 0.00
C -2.95 1.41 -2.07 0.00
N -2.11 3.54 3.38 0.00
C 0.21 2.41 3.15 0.00
C -2.39 4.18 -2.26 0.00
H -4.53 -0.06 -1.90 0.00
H 3.73 2.37 -0.43 0.00
H -3.08 -4.20 3.51 0.00
C 3.98 -2.31 -0.64 0.00
Br -1.81 -3.17 0.98 -0.01
C -1.21 4.14 -0.06 0.00
S 1.71 0.23 3.13 -0.02
H -4.42 4.03 -4.88 0.00
H -4.09 1.72 -3.87 0.00
H 1.98 2.09 -2.26 0.00
O -1.38 0.27 0.11 -0.01
C -3.06 3.56 -3.26 0.00
C 1.40 3.16 2.96 0.00
H 2.07 -2.49 -2.36 0.00
N 2.39 3.62 2.62 0.00
C -2.26 2.07 -1.01 0.00
H 1.26 0.15 -3.64 0.00
S 1.55 1.33 -0.04 -0.01
C 0.81 -3.97 -1.56 0.00
C -1.83 1.41 0.19 0.00
H -0.84 5.09 -0.33 0.00
H -2.98 -0.74 -1.41 0.00
C 1.43 0.03 -2.54 0.00
C -3.38 4.16 -4.62 0.00
H 3.78 -4.00 0.71 0.00
H 3.68 -1.91 -1.60 0.00
S -1.29 0.13 3.22 -0.03
H 1.58 -2.78 4.23 0.00
H -2.21 5.22 -2.32 0.00
C 1.29 1.42 -1.87 0.00
H 0.16 -3.63 6.24 0.00
C 3.39 1.57 0.20 0.00
C 0.16 1.06 3.17 -0.01
N 0.07 -2.98 2.89 -0.01
H -0.21 -4.33 -1.61 0.00
H -0.30 3.57 0.25 0.00
H -3.41 -0.43 -3.07 0.00
S 3.60 -1.19 0.73 -0.01
H 3.69 -4.44 -1.01 0.00
H -2.81 3.50 -5.36 0.00
H 1.26 -4.84 -2.08 0.00
H 3.42 1.86 1.24 0.00
```

Values from the calculation:
* spin multiplicity: 7
* expectation value of S²: 12.69
* total charge: +1
* calculated total energy: -194568.008 eV



A single C5H8N2O molecule in a non-equilibrium geometry, computed with ωB97M-V with the def2-TZVPD basis set.

XYZ file:
```
16
Properties=species:S:1:pos:R:3:nbo_charge:R:1
C -0.06 0.81 -0.21 0.34
H -3.10 0.97 -0.63 0.23
H -3.30 -0.87 -0.07 0.26
N 1.10 0.02 -0.42 -0.49
H -0.97 1.97 0.57 0.34
N 0.04 1.98 0.34 -0.60
O -1.00 -1.52 0.05 -0.52
C 1.69 -1.06 0.47 -0.25
H 2.15 -2.08 -0.08 0.22
C -1.25 -0.29 -0.28 0.51
H 2.87 1.10 0.49 0.22
H 2.92 -0.22 -1.33 0.19
C -2.71 0.06 -0.03 -0.75
C 2.41 0.21 -0.21 -0.23
H 1.73 -1.12 1.70 0.23
H -2.71 0.09 1.07 0.26
```

Values from the calculation:
* spin multiplicity: 1
* total charge: 0
* calculated total energy: -10336.282 eV
* SMILES: [H]/N=C(\C(C)=O)N1CC1



2 unconnected molecules or ions with the total composition C8H14N3S in a non-equilibrium geometry, computed with ωB97M-V with the def2-TZVPD basis set.

XYZ file:
```
26
Properties=species:S:1:pos:R:3:nbo_charge:R:1
H 0.52 -0.58 3.37 0.26
S 1.26 -1.42 -2.54 0.15
H -1.41 0.57 -4.25 0.39
H 2.94 -0.01 1.54 0.24
H -3.04 -0.88 0.87 0.25
C -1.15 0.41 1.39 -0.30
H -2.83 1.66 0.40 0.26
H -1.43 1.34 -0.62 0.21
C 1.81 -1.80 2.02 -0.36
C 2.52 -0.53 2.44 -0.38
H -1.28 2.28 -3.94 0.40
C -2.14 -0.40 0.42 -0.33
H 1.87 -2.74 2.68 0.25
N -0.77 1.36 -4.06 -1.07
H 1.57 -2.07 1.00 0.22
H -1.57 0.76 2.27 0.26
N 0.88 0.75 -0.89 -0.02
C 0.94 -0.55 2.43 -0.31
C 0.70 0.01 -1.96 -0.27
H 3.09 -0.68 3.39 0.27
N 0.92 0.47 0.31 -0.03
C -1.97 1.03 0.29 -0.40
H 0.15 0.51 -2.86 0.34
H -1.64 -1.08 -0.16 0.21
C 0.25 0.08 1.35 0.34
H -0.19 1.50 -4.89 0.39
```

Values from the calculation:
* spin multiplicity: 1
* total charge: +1
* calculated total energy: -23815.822 eV



A single C10H12Si molecule in a non-equilibrium geometry, computed with ωB97M-V with the def2-TZVPD basis set.

XYZ file:
```
23
Properties=species:S:1:pos:R:3:nbo_charge:R:1
C 0.25 -0.47 -2.03 -0.18
C 0.78 0.78 3.79 -0.40
Si -0.53 1.45 -0.18 1.10
C 2.14 1.40 0.82 -0.39
H 0.39 1.16 4.69 0.21
C -1.64 -1.11 -0.72 -0.19
H -2.30 -0.85 0.14 0.22
H 2.96 1.49 1.44 0.18
C -0.95 -2.59 -2.50 -0.20
C 0.61 1.57 2.78 -0.21
H 0.66 -1.52 -3.76 0.22
H 2.35 1.22 -0.31 0.18
H -2.42 -3.17 -1.19 0.22
C 0.93 1.46 1.34 -0.32
C -0.66 -0.17 -1.05 -0.49
H -1.29 -3.47 -3.00 0.22
C 0.05 -1.66 -2.81 -0.22
H -0.35 2.63 -1.00 -0.16
C -1.76 -2.36 -1.32 -0.20
H 1.30 -0.11 3.62 0.20
H 0.15 2.54 2.95 0.19
H -1.68 1.54 0.70 -0.19
H 1.00 0.23 -2.40 0.21
```

Values from the calculation:
* spin multiplicity: 1
* total charge: 0
* calculated total energy: -18439.029 eV
* SMILES: C=CC(=C)[SiH2]c1ccccc1



A single C3H6FN molecule in a non-equilibrium geometry, computed with ωB97M-V with the def2-TZVPD basis set.

XYZ file:
```
11
Properties=species:S:1:pos:R:3:nbo_charge:R:1
H -1.59 2.08 0.27 0.24
F -2.27 -0.71 0.03 -0.32
H 1.70 -0.10 1.06 0.39
H 0.31 1.61 -0.14 0.19
H 0.15 -1.80 -0.97 0.22
C 0.25 -1.05 -0.19 -0.30
C -0.88 1.19 -0.13 -0.54
H 0.41 -1.59 0.80 0.21
H 1.43 0.79 -0.69 0.38
C -1.03 -0.23 -0.05 0.39
N 1.51 -0.20 0.00 -0.85
```

Values from the calculation:
* spin multiplicity: 1
* total charge: 0
* calculated total energy: -7412.099 eV
* SMILES: C=C(F)CN



2 unconnected molecules or ions with the total composition C2H5NOS in a non-equilibrium geometry, computed with ωB97M-V with the def2-TZVPD basis set.

XYZ file:
```
10
Properties=species:S:1:pos:R:3:nbo_charge:R:1
H 0.15 0.08 1.38 0.20
N 0.44 -1.25 -0.18 -0.25
H -0.02 2.10 -0.30 0.20
H -1.47 1.02 -0.20 0.20
C 0.79 -0.09 0.44 -0.23
H -0.38 0.91 -1.67 0.20
S 0.22 -2.72 0.75 0.50
O -0.86 -1.67 0.17 -0.50
H 1.70 0.32 0.30 0.21
C -0.57 1.29 -0.69 -0.53
```

Values from the calculation:
* spin multiplicity: 1
* total charge: 0
* calculated total energy: -16521.242 eV



3 unconnected molecules or ions with the total composition C16H21BN2O6, computed with ωB97M-V with the def2-TZVPD basis set.

XYZ file:
```
46
Properties=species:S:1:pos:R:3:nbo_charge:R:1
C 2.16 1.85 0.95 -0.72
H 2.89 1.55 1.70 0.23
H 1.90 3.77 4.12 0.20
H 4.81 0.47 -1.93 0.51
H -5.53 -0.37 2.74 0.21
O 2.69 -0.74 -0.17 -0.53
O 4.89 -0.02 -2.75 -0.92
C 2.15 -0.49 -4.45 -0.17
C -3.75 -1.85 3.72 -0.72
H -5.26 0.37 1.15 0.21
C 1.46 -0.75 -2.18 -0.07
O -1.85 0.31 -1.50 -0.51
O 4.46 -2.32 -2.40 -0.88
C -0.90 -0.43 -1.50 0.52
H -1.19 0.12 -4.13 0.23
C 2.49 -0.77 -3.12 -0.34
H 0.22 3.60 3.59 0.19
H -4.29 -1.80 0.42 0.40
C 1.69 -1.07 -0.76 0.52
H 0.78 -2.52 0.66 0.24
O 2.26 4.01 -0.08 -0.63
H -3.56 -0.79 3.89 0.23
H 1.20 1.38 1.17 0.22
H -4.75 -2.10 4.07 0.23
C -0.68 -1.45 -0.44 -0.23
O -2.78 -2.97 1.84 -0.65
H -3.02 -2.43 4.27 0.25
C 0.85 -0.18 -4.83 -0.19
C 2.02 3.35 0.92 0.67
C -3.61 -2.17 2.25 0.68
C 1.26 3.37 3.33 -0.41
H 2.50 1.52 -0.02 0.25
H 1.38 2.29 3.30 0.21
C 0.56 -1.77 -0.09 -0.24
N 1.60 3.97 2.06 -0.62
C 0.15 -0.42 -2.56 -0.14
N -4.44 -1.54 1.38 -0.61
C -0.17 -0.13 -3.88 -0.16
H 0.63 0.04 -5.86 0.22
H -1.57 -1.92 -0.02 0.26
B 3.99 -1.08 -2.72 1.17
H -6.44 -0.94 1.33 0.20
H 2.93 -0.49 -5.21 0.22
H 3.83 -2.85 -1.91 0.50
H 1.52 4.97 1.97 0.40
C -5.47 -0.57 1.67 -0.41
```

Values from the calculation:
* spin multiplicity: 1
* total charge: 0
* calculated total energy: -32876.862 eV
* SMILES: O=C1C=CC(=O)c2c(B(O)O)cccc21.CNC(C)=O.CNC(C)=O



no.,molar mass (Da)
1,1087.03
2,784.80
3,842.14
4,276.17
5,861.80
6,112.13
7,184.29
8,160.29
9,75.09
10,91.13
11,348.16